DFT (ωB97M-V with the def2-TZVPD basis set) results for C7H11NO as an isolated structure.

Structure (ORCA input):
```
! wB97M-V def2-TZVPD RIJCOSX def2/J DEFGRID3
* xyz 0 1
C 0.5572 -0.9791 -0.1113
C 0.1089 -1.8913 -1.2137
C 1.8936 -0.3033 -0.2018
C -0.9125 0.9745 2.3512
C -0.9634 0.3944 0.9872
C -0.9310 0.8529 -0.4382
C -0.6336 1.4662 -1.5834
O -0.0027 -1.1463 1.0585
N -2.0433 0.7821 0.2742
H 0.4848 -1.5661 -2.1841
H -0.9828 -1.9240 -1.2409
H 0.4832 -2.8959 -0.9904
H 2.1288 -0.0356 -1.2327
H 2.6581 -0.9889 0.1745
H 1.9083 0.6088 0.3996
H -1.0659 2.0523 2.3403
H -1.6825 0.4939 2.9608
H 0.0502 0.7487 2.8157
H -1.3485 2.1144 -2.0718
H 0.2931 1.2424 -2.0938
*
```

## Properties
Kohn-Sham gap (alpha / beta) ... 7.272 / 7.274 eV
Energy above the lowest of the compared OMol25 structures with the same formula, charge and spin ... 136.5 kcal per mole

***

DFT (ωB97M-V with the def2-TZVPD basis set) results for a 7-piece molecular cluster, C57H122N6O7 overall.

Structure (ORCA input):
```
! wB97M-V def2-TZVPD RIJCOSX def2/J DEFGRID3
* xyz 0 1
C 2.6077 0.0608 -3.0516
C 2.7240 0.5261 -4.5101
C 3.7403 1.7116 -4.5196
C 3.3200 -0.6566 -5.3002
C 3.2906 -0.4748 -6.8173
C 1.8445 -0.2152 -7.1996
C 1.1964 0.9790 -6.5259
C 1.7816 2.2833 -7.0749
C -0.2967 0.9933 -6.8655
N 1.4456 0.8808 -5.0998
O 0.6944 1.8288 -4.3526
H 2.1156 0.8046 -2.4271
H 2.2064 -0.9493 -2.9267
H 3.6441 -0.0657 -2.7265
H 3.1707 2.6237 -4.3363
H 4.5087 1.6099 -3.7549
H 4.2425 1.7751 -5.4817
H 4.3826 -0.7068 -5.0326
H 2.8513 -1.5895 -4.9763
H 3.8818 0.4204 -7.0119
H 3.6501 -1.3546 -7.3427
H 1.2392 -1.0858 -6.8939
H 1.6995 -0.1986 -8.2846
H 2.8707 2.2595 -7.0426
H 1.3664 3.1598 -6.5859
H 1.6105 2.3686 -8.1567
H -0.7796 1.9479 -6.6785
H -0.7655 0.1768 -6.3094
H -0.3760 0.7796 -7.9324
H 0.0859 1.2549 -3.8743
C 4.4172 -1.4101 6.3676
C 3.0896 -0.6675 6.3094
C 3.1940 0.7214 6.9382
C 2.6649 -0.4233 4.8522
C 2.0686 -1.6734 4.2124
C 0.9008 -2.2377 4.9843
C 1.2001 -2.4881 6.4460
C -0.0924 -2.5061 7.2284
C 1.9444 -3.8011 6.6528
N 1.9421 -1.3041 6.9775
O 2.3533 -1.5571 8.3208
H 5.1284 -0.8801 5.7332
H 4.7907 -1.4726 7.3878
H 4.2998 -2.4188 5.9745
H 2.3060 1.3232 6.7503
H 3.3304 0.6642 8.0195
H 4.0523 1.2734 6.5399
H 1.8876 0.3444 4.8388
H 3.5199 -0.1294 4.2459
H 1.7821 -1.4316 3.1840
H 2.8823 -2.4027 4.1057
H 0.5323 -3.1118 4.4402
H 0.0474 -1.5512 4.9061
H 0.0436 -2.4210 8.3069
H -0.6730 -3.4037 7.0065
H -0.7007 -1.6253 7.0029
H 1.2589 -4.6384 6.5007
H 2.3116 -3.8965 7.6768
H 2.8316 -3.9166 6.0304
H 1.6489 -1.1979 8.8668
C 3.1302 5.5077 4.1905
C 2.9294 5.6106 2.6770
C 1.8693 6.6736 2.3840
C 4.2181 6.0750 2.0037
C 5.3063 5.0119 1.9866
C 4.8015 3.8060 1.1769
C 3.4334 3.2849 1.5999
C 2.8583 2.6029 0.3490
C 3.6067 2.2428 2.7005
N 2.5311 4.3523 2.0470
O 1.2655 3.8986 2.4583
H 2.2143 5.2290 4.7250
H 3.8430 4.7109 4.4240
H 3.4973 6.4176 4.6635
H 1.7775 6.9721 1.3360
H 0.8855 6.2900 2.6638
H 2.0131 7.6267 2.8997
H 4.0717 6.5890 1.0522
H 4.6472 6.8878 2.6111
H 6.1654 5.3972 1.4325
H 5.6097 4.8015 3.0117
H 5.5410 3.0147 1.3253
H 4.8383 4.1260 0.1365
H 2.2223 3.2141 -0.2970
H 2.2164 1.7352 0.5518
H 3.6202 2.1930 -0.3212
H 4.1797 1.3511 2.4038
H 2.7116 1.8049 3.1348
H 4.2692 2.6440 3.4800
H 1.3072 3.8252 3.4242
C -2.6426 -2.8394 -2.8754
C -1.9490 -2.1018 -4.0379
C -2.5090 -0.6807 -4.0674
C -0.4507 -2.0024 -3.7977
C 0.1918 -3.3622 -3.6955
C -0.0279 -4.0905 -5.0245
C -1.4822 -4.1580 -5.5414
C -1.4051 -4.2613 -7.0699
C -2.3408 -5.2645 -4.9214
N -2.0534 -2.7840 -5.3241
O -3.4075 -2.7429 -5.7852
H -2.2227 -2.5675 -1.9040
H -3.7246 -2.7942 -2.9941
H -2.4063 -3.9002 -2.9375
H -1.9526 -0.0391 -4.7479
H -3.5449 -0.7281 -4.4155
H -2.5812 -0.3849 -3.0226
H -0.0030 -1.5227 -4.6794
H -0.2186 -1.2748 -3.0122
H 1.2719 -3.2713 -3.5166
H -0.1067 -3.9543 -2.8222
H 0.2971 -5.1214 -4.8445
H 0.5993 -3.6118 -5.7745
H -2.4048 -4.0544 -7.4765
H -1.1467 -5.2546 -7.4300
H -0.8557 -3.4084 -7.4668
H -1.9721 -5.5873 -3.9531
H -2.3984 -6.0799 -5.6459
H -3.3669 -4.9091 -4.8380
H -3.3748 -2.0587 -6.4602
C -3.7323 3.6949 -2.3356
C -2.8006 4.0617 -1.1565
C -3.1677 3.0880 -0.0186
C -1.3749 3.9264 -1.6999
C -0.3617 4.7354 -0.9085
C -0.7734 6.2002 -0.8410
C -2.1317 6.2866 -0.1439
C -1.9435 5.9383 1.3318
C -2.5807 7.7595 -0.2370
N -3.1108 5.4729 -0.8666
O -4.3890 5.5802 -0.2663
H -3.5848 4.4337 -3.1242
H -3.5932 2.6694 -2.6789
H -4.7823 3.7841 -2.0424
H -2.4548 3.1111 0.8070
H -4.1541 3.4140 0.3097
H -3.2536 2.0559 -0.3590
H -1.0063 2.9012 -1.7651
H -1.3706 4.3305 -2.7177
H -0.1839 4.3481 0.1011
H 0.6605 4.6562 -1.3005
H -0.7236 6.6503 -1.8345
H -0.0467 6.7014 -0.1976
H -1.6027 4.9145 1.4784
H -2.8752 6.0079 1.8986
H -1.2079 6.5782 1.8198
H -1.7576 8.4109 0.0597
H -3.4676 7.9798 0.3556
H -2.7758 7.9917 -1.2889
H -4.7839 6.3318 -0.7195
C -5.6334 -5.9215 2.4109
C -4.7295 -4.7151 2.4352
C -5.4671 -3.4663 1.9618
C -4.1910 -4.4574 3.8456
C -3.0861 -5.4118 4.2668
C -1.9325 -5.3159 3.2851
C -2.3771 -5.6528 1.8622
C -1.2361 -5.2488 0.9468
C -2.6541 -7.1460 1.6844
N -3.5527 -4.8451 1.5623
O -3.9045 -4.9239 0.1937
H -5.2988 -6.7697 3.0107
H -6.5736 -5.6751 2.9357
H -5.9918 -6.2511 1.4366
H -5.8999 -3.6069 0.9749
H -6.2431 -3.1820 2.6747
H -4.7308 -2.6606 1.9346
H -3.8768 -3.4129 3.9194
H -5.0193 -4.5845 4.5532
H -2.8113 -5.3027 5.3189
H -3.4511 -6.4476 4.2395
H -1.1196 -6.0018 3.5510
H -1.4834 -4.3206 3.3553
H -1.3953 -5.6130 -0.0717
H -0.2454 -5.5299 1.2954
H -1.2535 -4.1570 0.8518
H -3.3036 -7.5988 2.4294
H -1.7077 -7.6981 1.6576
H -3.0999 -7.3197 0.7022
H -3.5371 -4.1218 -0.1925
C -0.5884 0.1026 -0.4989
C -0.1558 -0.8253 0.6387
C -1.2996 -1.1210 1.5862
O 0.3439 -2.0445 0.1157
H -1.1444 0.9440 -0.0849
H -1.2711 -0.3994 -1.1882
H 0.3306 0.4091 -1.0035
H 0.5762 -0.2013 1.1772
H -2.0541 -1.7542 1.1086
H -1.7983 -0.2009 1.8848
H -0.9046 -1.6897 2.4259
H 0.7939 -1.8699 -0.7167
*
```

## Properties
Kohn-Sham gap ... 8.539 eV
Energy above the lowest of the compared OMol25 structures with the same formula, charge and spin ... 32.9 kcal per mole

***

DFT (ωB97M-V with the def2-TZVPD basis set) results for a 3-piece molecular cluster, C3H8N2O2 overall.

Structure (ORCA input):
```
! wB97M-V def2-TZVPD RIJCOSX def2/J DEFGRID3
* xyz 0 1
C 0.8629 0.1812 -2.5512
C 0.7591 -0.9419 -1.7253
N 1.3584 -0.5928 -0.5610
C 1.8463 0.7058 -0.7014
N 1.6091 1.1150 -1.8936
H 0.1867 0.2186 -3.3900
H 0.1255 -1.7968 -1.8639
H 1.3099 -1.1114 0.3035
H 2.3370 1.1555 0.1424
O -0.1564 0.1230 2.5513
H -1.0099 0.3515 2.1932
H 0.4210 0.8240 2.7650
O -2.8496 0.0356 1.7976
H -3.7163 -0.3066 2.0904
H -3.0836 0.0394 0.8429
*
```

## Properties
Kohn-Sham gap ... 8.966 eV
Energy above the lowest of the compared OMol25 structures with the same formula, charge and spin ... 37.6 kcal per mole

***

How do the records compare in molecular weight? In the order shown, they have 125.17 1003.64 104.11 g/mol.